Record 1
The following is a DFT calculation (ωB97M-V/def2-TZVPD) of 6 unconnected molecules or ions with the total composition H12O6 in a non-equilibrium geometry.

Computed properties:
- Lowest unoccupied orbital energy: 0.016 Ha
- Charge: 0
- SMILES: O.O.O.O.O.O
- Gap between HOMO and LUMO: 11.478 eV
- ΔE to the lowest compared entry with this formula, charge and spin: 1.041 eV
- Highest occupied orbital energy: -11.0 eV

Last columns: bonded neighbours and bond lengths (Å).
Cartesian coordinates (Å):
1 O 2.276 -0.949 -1.596  H2 1.094, H3 1.000
2 H 3.146 -0.992 -0.934  O1 1.094
3 H 1.575 -1.000 -0.885  O1 1.000
4 O 0.884 -1.268 0.848  H5 0.985, H6 1.037
5 H 0.007 -1.693 0.701  O4 0.985
6 H 0.692 -0.373 1.335  O4 1.037
7 O -1.827 -2.086 0.475  H8 0.990, H9 1.001
8 H -2.089 -2.610 1.272  O7 0.990
9 H -2.350 -1.234 0.519  O7 1.001
10 O -2.731 0.613 0.692  H11 1.014, H12 1.047
11 H -1.844 1.039 0.937  O10 1.014
12 H -2.897 1.143 -0.196  O10 1.047
13 O 1.400 1.659 -1.389  H14 1.010, H15 1.013
14 H 1.860 0.784 -1.596  O13 1.010
15 H 1.118 1.871 -2.339  O13 1.013
16 O -0.047 1.415 0.870  H17 1.020, H18 0.992
17 H 0.380 2.248 1.276  O16 1.020
18 H 0.448 1.430 0.010  O16 0.992

Record 2
The following is a DFT calculation (ωB97M-V/def2-TZVPD) of C6H6O in the gas phase in a non-equilibrium geometry.

Computed properties:
- Lowest unoccupied orbital energy: 0.034 Ha
- Charge: 0
- SMILES: C#CC1=CCOC1
- Gap between HOMO and LUMO: 9.492 eV
- ΔE to the lowest compared entry with this formula, charge and spin: 3.494 eV
- Highest occupied orbital energy: -8.6 eV

Last columns: bonded neighbours and bond lengths (Å).
Cartesian coordinates (Å):
1 C 2.948 0.643 -0.228  C2 1.205, H8 1.065
2 C 1.773 0.389 -0.306  C1 1.205, C3 1.417
3 C 0.391 0.089 -0.210  C2 1.417, C4 1.336, C7 1.525
4 C -0.507 0.920 0.326  C3 1.336, C5 1.467, H9 1.078
5 C -1.764 0.182 0.488  C4 1.467, O6 1.403, H10 1.142, H11 1.096
6 O -1.426 -1.180 0.476  C5 1.403, C7 1.430
7 C -0.238 -1.296 -0.313  C3 1.525, O6 1.430, H12 1.097, H13 1.103
8 H 3.984 0.862 -0.118  C1 1.065
9 H -0.474 1.985 0.487  C4 1.078
10 H -2.059 0.664 -0.504  C5 1.142
11 H -2.496 0.376 1.280  C5 1.096
12 H 0.419 -2.084 0.076  C7 1.097
13 H -0.565 -1.591 -1.324  C7 1.103

Record 3
The following is a DFT calculation (ωB97M-V/def2-TZVPD) of C16H19NO in the gas phase in a non-equilibrium geometry.

Computed properties:
- Lowest unoccupied orbital energy: 0.024 Ha
- Charge: 0
- SMILES: CC[C@H]1c2ccc3ccccc3c2OC[C@@]1(C)N
- Gap between HOMO and LUMO: 8.096 eV
- ΔE to the lowest compared entry with this formula, charge and spin: 2.642 eV
- Highest occupied orbital energy: -7.5 eV

Last columns: bonded neighbours and bond lengths (Å).
Cartesian coordinates (Å):
1 C -1.065 -0.987 2.966  C2 1.456, H19 1.022, H20 1.060, H21 1.091
2 C -0.415 0.288 2.697  C1 1.456, C3 1.541, H22 1.161, H23 1.095
3 C 0.674 0.197 1.610  C2 1.541, C4 1.527, C16 1.552, H24 1.135
4 C 0.234 -0.481 0.314  C3 1.527, C5 1.376, C13 1.427
5 C 0.260 -1.857 0.306  C4 1.376, C6 1.416, H25 1.095
6 C -0.340 -2.555 -0.771  C5 1.416, C7 1.434, H26 1.153
7 C -0.814 -1.849 -1.926  C6 1.434, C8 1.445, C12 1.382
8 C -1.314 -2.506 -3.111  C7 1.445, C9 1.377, H27 1.033
9 C -1.508 -1.801 -4.277  C8 1.377, C10 1.400, H28 1.079
10 C -1.428 -0.403 -4.262  C9 1.400, C11 1.431, H29 1.158
11 C -1.055 0.227 -3.033  C10 1.431, C12 1.371, H30 1.086
12 C -0.671 -0.475 -1.919  C7 1.382, C11 1.371, C13 1.406
13 C -0.233 0.267 -0.808  C4 1.427, C12 1.406, O14 1.333
14 O -0.184 1.597 -0.880  C13 1.333, C15 1.483
15 C 0.081 2.348 0.370  O14 1.483, C16 1.575, H31 1.116, H32 1.124
16 C 1.197 1.596 1.188  C3 1.552, C15 1.575, C17 1.522, N18 1.561
17 C 2.517 1.582 0.430  C16 1.522, H33 1.107, H34 1.142, H35 1.114
18 N 1.457 2.333 2.539  C16 1.561, H36 1.011, H37 0.985
19 H -0.478 -1.699 3.405  C1 1.022
20 H -1.942 -0.914 3.557  C1 1.060
21 H -1.483 -1.495 2.096  C1 1.091
22 H -1.253 1.043 2.421  C2 1.161
23 H -0.116 0.633 3.692  C2 1.095
24 H 1.480 -0.452 2.076  C3 1.135
25 H 0.785 -2.332 1.142  C5 1.095
26 H -0.304 -3.706 -0.704  C6 1.153
27 H -1.240 -3.535 -3.038  C8 1.033
28 H -1.917 -2.323 -5.129  C9 1.079
29 H -1.544 0.201 -5.244  C10 1.158
30 H -0.958 1.305 -3.117  C11 1.086
31 H -0.853 2.340 0.981  C15 1.116
32 H 0.359 3.424 0.195  C15 1.124
33 H 3.144 0.790 0.883  C17 1.107
34 H 3.117 2.553 0.471  C17 1.142
35 H 2.169 1.380 -0.609  C17 1.114
36 H 2.200 1.964 3.116  N18 1.011
37 H 1.443 3.304 2.370  N18 0.985

Record 4
The following is a DFT calculation (ωB97M-V/def2-TZVPD) of C4H5NO2S in the gas phase in a non-equilibrium geometry.

Computed properties:
- Lowest unoccupied orbital energy: -0.066 Ha
- Charge: 0
- SMILES: C=CC(=S)C(=O)NO
- Gap between HOMO and LUMO: 7.663 eV
- ΔE to the lowest compared entry with this formula, charge and spin: 4.529 eV
- Highest occupied orbital energy: -9.5 eV

Last columns: bonded neighbours and bond lengths (Å).
Cartesian coordinates (Å):
1 C -0.575 2.439 -0.903  C2 1.445, H9 1.122, H10 1.156
2 C -1.032 1.705 0.255  C1 1.445, C3 1.430, H11 1.149
3 C -0.682 0.327 0.408  C2 1.430, S4 1.634, C5 1.447
4 S -1.360 -0.794 1.384  C3 1.634
5 C 0.560 -0.054 -0.229  C3 1.447, O6 1.220, N7 1.419
6 O 1.561 0.636 -0.331  C5 1.220
7 N 0.554 -1.359 -0.786  C5 1.419, O8 1.479, H12 1.071
8 O 1.950 -1.793 -1.016  N7 1.479, H13 1.015
9 H -0.863 3.501 -1.123  C1 1.122
10 H 0.075 2.078 -1.788  C1 1.156
11 H -1.751 2.325 0.902  C2 1.149
12 H 0.335 -2.054 -0.001  N7 1.071
13 H 2.369 -0.869 -1.058  O8 1.015